ORCA calculation (ωB97M-V/def2-TZVPD) on C29H41IrN3O9PSi4Te as an isolated structure in a non-equilibrium geometry.

Calculated values
<S²>: 0.782
Maximum force: 1.8 eV Å⁻¹
HOMO-LUMO gap (alpha / beta): 6.70 / 6.38 eV
Multiplicity: 2
ΔE to the lowest compared entry with this formula, charge and spin: 0.0 kJ/mol
Charge: +1
Energy: -3842.4345 Eh

Each line ends with the Mulliken spin population.
Element x y z (Å)
Ir (0.813, 0.899, 0.556)  0.157
O (2.883, 0.233, -2.896)  -0.005
C (2.089, 0.195, -1.995)  -0.005
O (2.121, 1.039, -0.972)  -0.029
C (0.964, -0.844, -1.924)  0.022
P (0.785, -1.283, -0.165)  0.005
C (2.132, -2.421, 0.216)  0.000
C (3.134, -2.692, -0.714)  -0.002
C (4.113, -3.635, -0.420)  0.000
C (4.098, -4.301, 0.795)  0.000
C (3.123, -4.005, 1.741)  0.001
C (2.153, -3.059, 1.461)  0.000
C (-0.757, -2.152, 0.113)  -0.011
C (-0.829, -3.498, 0.467)  -0.002
C (-2.066, -4.089, 0.677)  0.000
C (-3.229, -3.348, 0.530)  0.000
C (-3.162, -2.012, 0.159)  0.003
C (-1.932, -1.415, -0.042)  0.006
H (1.158, -1.687, -2.585)  0.005
H (0.029, -0.366, -2.229)  0.011
H (3.151, -2.211, -1.684)  0.000
H (4.872, -3.860, -1.157)  0.000
H (4.852, -5.046, 1.013)  0.000
H (3.113, -4.516, 2.695)  0.000
H (1.382, -2.851, 2.194)  0.001
H (0.063, -4.101, 0.555)  0.000
H (-2.117, -5.133, 0.952)  0.000
H (-4.191, -3.811, 0.703)  0.000
H (-4.066, -1.431, 0.044)  0.000
H (-1.894, -0.365, -0.312)  -0.002
C (6.131, 1.788, 2.537)  0.001
Si (5.142, 0.500, 1.648)  0.001
C (5.202, 0.612, -0.208)  -0.002
C (5.424, -1.230, 2.240)  0.001
Si (3.018, 3.155, 1.991)  0.019
Te (2.620, 0.730, 2.357)  0.010
Si (3.546, 4.095, 4.147)  -0.003
C (3.729, 2.667, 5.356)  0.000
C (2.073, 5.160, 4.584)  0.003
C (5.112, 5.122, 4.119)  -0.001
Si (3.631, 4.443, 0.065)  -0.008
C (2.617, 5.953, 0.506)  0.005
C (5.456, 4.826, 0.283)  0.000
C (3.394, 3.806, -1.663)  0.002
H (7.153, 1.484, 2.276)  0.000
H (6.034, 1.742, 3.619)  0.000
H (5.982, 2.812, 2.200)  0.000
H (5.876, -0.178, -0.553)  0.000
H (5.589, 1.565, -0.571)  0.000
H (4.226, 0.454, -0.662)  0.002
H (6.495, -1.457, 2.225)  0.000
H (4.910, -1.917, 1.575)  0.000
H (5.075, -1.393, 3.260)  0.000
H (2.851, 2.017, 5.318)  0.000
H (3.824, 3.021, 6.385)  0.000
H (4.609, 2.062, 5.137)  0.000
H (1.163, 4.568, 4.673)  -0.001
H (1.895, 5.945, 3.849)  0.000
H (2.273, 5.635, 5.549)  0.001
H (6.000, 4.521, 3.917)  0.000
H (5.268, 5.624, 5.076)  0.000
H (5.048, 5.902, 3.358)  0.000
H (2.745, 6.236, 1.553)  0.000
H (1.554, 5.818, 0.313)  -0.002
H (2.977, 6.783, -0.108)  0.000
H (5.678, 5.274, 1.253)  0.000
H (5.779, 5.536, -0.483)  0.000
H (6.074, 3.933, 0.164)  0.000
H (2.432, 3.329, -1.817)  -0.002
H (4.170, 3.085, -1.925)  0.000
H (3.480, 4.654, -2.348)  0.001
O (-3.091, 6.332, 2.423)  0.000
N (-3.598, 5.295, 2.797)  0.001
O (-4.692, 5.184, 3.302)  0.000
C (-2.815, 4.064, 2.604)  0.010
C (-3.310, 2.870, 3.083)  0.001
C (-2.593, 1.704, 2.882)  -0.002
C (-1.359, 1.708, 2.204)  -0.012
O (-0.646, 0.647, 1.918)  0.000
C (-0.892, 2.980, 1.811)  -0.024
C (-1.584, 4.151, 1.972)  0.042
N (0.466, 2.972, 1.281)  0.227
O (0.664, 3.270, 0.039)  0.523
O (1.299, 3.565, 2.206)  0.057
N (-3.174, 0.462, 3.410)  0.000
O (-4.023, 0.573, 4.267)  0.000
O (-2.803, -0.585, 2.919)  0.000
H (-4.257, 2.837, 3.601)  0.000
H (-1.193, 5.103, 1.642)  -0.002

ORCA calculation (ωB97M-V/def2-TZVPD) on C25H28CuF5O2 as an isolated structure in a non-equilibrium geometry.

Calculated values
<S²>: 0.763
Maximum force: 2.8 eV Å⁻¹
HOMO-LUMO gap (alpha / beta): 6.17 / 5.98 eV
Multiplicity: 2
ΔE to the lowest compared entry with this formula, charge and spin: 30.2 kJ/mol
Charge: -1
Energy: -3259.5532 Eh

Each line ends with the Mulliken spin population.
Element x y z (Å)
O (-0.520, -0.249, -3.496)  0.000
C (-0.672, 0.859, -4.445)  0.000
C (-0.224, 0.088, -5.673)  0.000
H (0.000, 1.686, -4.214)  0.000
H (-1.713, 1.191, -4.543)  0.000
C (-0.223, -1.075, -4.665)  0.000
H (0.766, 0.383, -6.023)  0.000
H (-0.954, 0.041, -6.475)  0.000
C (1.117, -1.761, -4.585)  0.000
H (1.839, -1.113, -4.080)  0.000
H (1.448, -1.996, -5.606)  0.000
H (1.007, -2.701, -4.036)  0.000
C (-1.360, -2.040, -4.962)  0.000
H (-2.321, -1.513, -4.965)  0.000
H (-1.376, -2.823, -4.192)  0.000
H (-1.185, -2.517, -5.940)  0.000
Cu (-0.284, -0.430, 2.032)  0.394
C (-2.578, -1.051, 3.484)  -0.039
C (-2.061, 0.247, 3.199)  0.114
C (-2.108, 0.468, 1.783)  0.029
H (-1.762, 1.003, 3.919)  -0.020
C (-2.584, -0.764, 1.197)  -0.022
C (-2.896, -1.660, 2.251)  0.109
H (-3.337, -2.643, 2.140)  0.005
H (-2.737, -1.456, 4.482)  -0.002
H (-1.987, 1.439, 1.321)  -0.004
H (-2.718, -0.948, 0.127)  -0.001
C (0.397, -2.653, 3.426)  -0.033
C (-0.229, -3.287, 2.320)  0.121
C (0.268, -2.698, 1.131)  -0.029
H (-0.934, -4.109, 2.387)  0.002
C (1.214, -1.670, 1.495)  0.033
C (1.302, -1.677, 2.945)  0.111
H (2.048, -1.135, 3.525)  -0.018
H (0.244, -2.897, 4.472)  -0.002
H (0.067, -3.015, 0.110)  0.000
H (1.864, -1.113, 0.836)  -0.003
O (1.735, 1.086, -2.354)  0.000
C (0.893, 0.364, -1.405)  -0.003
C (-0.357, 1.223, -1.176)  -0.006
H (1.440, 0.282, -0.442)  0.002
H (0.668, -0.643, -1.749)  -0.001
C (0.165, 2.658, -1.356)  0.000
H (-0.819, 1.007, -0.211)  0.001
H (-1.091, 1.036, -1.964)  -0.001
C (1.622, 2.456, -1.833)  0.000
H (0.096, 3.263, -0.445)  0.000
H (-0.398, 3.168, -2.165)  0.000
H (2.308, 2.558, -0.966)  0.000
H (1.876, 3.222, -2.578)  0.000
F (-0.202, -0.221, 5.249)  0.004
C (0.546, 0.775, 4.676)  -0.052
C (0.661, 0.910, 3.300)  0.329
C (1.389, 1.976, 2.829)  -0.060
F (1.607, 2.155, 1.486)  -0.007
C (1.954, 2.915, 3.706)  0.040
F (2.591, 3.992, 3.207)  0.006
C (1.852, 2.738, 5.082)  -0.021
F (2.443, 3.594, 5.934)  -0.001
C (1.150, 1.651, 5.584)  0.017
F (1.051, 1.424, 6.909)  0.005

ORCA calculation (ωB97M-V/def2-TZVPD) on a 2-piece molecular cluster, C4H7NO2 overall.

Calculated values
Maximum force: 0.9 eV Å⁻¹
HOMO-LUMO gap (alpha / beta): 7.97 / 7.97 eV
ΔE to the lowest compared entry with this formula, charge and spin: 352.3 kJ/mol
Charge: 0
Energy: -361.7467 Eh

Each line ends with the Löwdin charge.
Element x y z (Å)
O (-0.891, -0.382, 2.079)  0.016
C (0.070, -0.263, 1.097)  -0.319
C (0.123, -1.238, -0.011)  -0.016
N (0.520, -0.559, -1.056)  0.030
C (0.561, 0.825, -0.935)  -0.054
C (0.104, 1.109, 0.376)  -0.404
O (-0.210, 2.130, 0.983)  0.024
H (-1.099, 0.541, 2.308)  0.102
H (1.108, -0.328, 1.511)  0.187
H (0.030, -2.312, -0.040)  0.133
H (-2.579, -0.113, -2.347)  0.023
H (0.983, -1.092, -1.772)  0.166
H (-2.018, 0.361, -2.462)  0.008
H (0.662, 1.463, -1.802)  0.104

ORCA calculation (ωB97M-V/def2-TZVPD) on one molecule with the formula C4H8O.

Calculated values
Maximum force: 0.8 eV Å⁻¹
HOMO-LUMO gap: 9.31 eV
ΔE to the lowest compared entry with this formula, charge and spin: 314.1 kJ/mol
Charge: 0
Energy: -232.3260 Eh

Each line ends with the Löwdin charge.
Element x y z (Å)
C (1.561, -0.824, -0.523)  -0.111
C (0.706, 0.343, -0.030)  -0.243
C (-0.634, -0.201, 0.400)  -0.249
C (-2.287, 1.260, -0.044)  0.057
O (-1.559, 0.780, 0.925)  -0.151
H (1.132, -1.282, -1.422)  0.078
H (1.628, -1.606, 0.244)  0.075
H (2.578, -0.503, -0.762)  0.071
H (1.189, 0.855, 0.808)  0.114
H (0.556, 1.081, -0.829)  0.112
H (-1.157, -0.640, -0.451)  0.105
H (-0.550, -0.942, 1.197)  0.129
H (-3.162, 1.680, 0.488)  0.012